Entry 1:
Computed, not measured: a structure of composition C5H8FeLiO4, with wB97M-V/def2-TZVPD.

Computed properties:
HOMO-LUMO gap (alpha / beta)   5.695 / 6.148 eV
Largest force on an atom   0.104 hartree/bohr
Charge   +1
Spin multiplicity   7

Each line ends with the Löwdin spin population.
Atoms and positions in Å:
C -3.25 0.96 0.42  0.00
H -6.33 -2.38 -2.86  0.00
O -2.52 -2.76 -4.50  0.19
C -3.46 -0.37 -0.26  -0.01
H -3.99 -1.09 0.40  0.00
C -3.10 -2.87 -3.42  0.04
O -4.50 -2.79 -3.67  0.16
O -4.86 -0.29 -4.31  0.47
H -6.00 -0.01 -2.65  0.02
Fe -4.18 -1.75 -5.45  4.92
Li -2.31 -2.66 -1.43  0.01
O -2.49 -0.89 -0.90  0.09
H -4.92 -2.21 -1.71  0.00
H -2.54 0.88 1.26  0.00
C -5.14 -0.57 -3.05  0.02
H -2.87 1.68 -0.32  0.00
H -4.22 1.33 0.79  0.00
H -4.29 -0.25 -1.86  0.07
C -5.29 -2.06 -2.74  0.02


Entry 2:
Computed, not measured: a structure of composition C5H8HgO3, with wB97M-V/def2-TZVPD.

Computed properties:
HOMO-LUMO gap (alpha / beta)   4.175 / 4.660 eV
Largest force on an atom   0.123 hartree/bohr
Relative energy (zero: lowest compared OMol25 entry of this formula, charge and spin)   387.0 kJ/mol

Each line ends with the natural charge from an NBO analysis.
Atoms and positions in Å:
Hg 2.50 2.00 -0.37  0.98
H -4.77 0.62 0.83  0.21
O -1.62 0.07 0.03  -0.52
H 2.88 -0.17 1.16  0.20
C -3.85 0.02 0.89  -0.69
C 2.61 0.00 0.11  -0.38
H 3.08 -2.07 -0.44  0.21
O 0.58 1.79 -0.33  -0.84
C 3.33 -1.04 -0.74  -0.64
H -3.51 -0.03 1.93  0.23
H -4.12 -1.00 0.55  0.23
C 0.23 0.58 -0.20  0.75
H -3.20 0.79 -1.04  0.12
O 1.16 -0.34 0.06  -0.56
H 3.10 -0.94 -1.81  0.21
C -2.82 0.63 -0.01  0.27
H 4.42 -0.91 -0.62  0.22


Entry 3:
Computed, not measured: a structure of composition C5H8I2, with wB97M-V/def2-TZVPD.

Computed properties:
HOMO-LUMO gap (alpha / beta)   7.636 / 7.941 eV
Largest force on an atom   0.106 hartree/bohr
Relative energy (zero: lowest compared OMol25 entry of this formula, charge and spin)   302.8 kJ/mol

Each line ends with the natural charge from an NBO analysis.
Atoms and positions in Å:
H -1.70 -1.40 0.49  0.18
C -1.03 1.30 -0.30  -0.58
H 1.88 -0.39 1.04  0.22
C 0.46 -0.54 -1.21  -0.42
H 0.76 0.55 1.94  0.22
I 2.21 -1.89 -1.20  0.14
C -0.10 0.10 0.16  -0.16
H 1.53 1.29 0.51  0.21
H -0.40 1.99 -0.71  0.22
H -1.37 1.68 0.61  0.21
C -0.71 -1.20 0.60  -0.28
H -1.83 0.93 -0.79  0.22
C 1.12 0.47 0.99  -0.61
H -0.17 -2.07 0.80  0.20
I -0.66 -0.82 -2.92  0.23


Entry 4:
Computed, not measured: the ion C5H8IN2 with charge +1, with wB97M-V/def2-TZVPD.

Computed properties:
SMILES   CN/C(C)=[NH+]\C#CI
HOMO-LUMO gap   8.382 eV
Largest force on an atom   0.171 hartree/bohr
Charge   +1
Relative energy (zero: lowest compared OMol25 entry of this formula, charge and spin)   265.6 kJ/mol

Each line ends with the natural charge from an NBO analysis.
Atoms and positions in Å:
H 0.51 -1.07 -2.26  0.44
H 1.39 1.81 -1.09  0.29
N -0.23 0.04 0.64  -0.49
C -0.59 1.15 1.55  -0.47
I -0.10 -4.54 1.45  0.44
H -1.50 1.73 1.29  0.24
C 0.14 0.18 -0.62  0.57
C 0.11 -2.20 -0.73  0.12
H 0.26 1.82 1.87  0.24
C 0.42 1.44 -1.30  -0.73
C 0.16 -2.86 0.40  -0.35
H -0.29 2.34 -1.07  0.29
N 0.31 -1.03 -1.30  -0.57
H 0.72 1.24 -2.39  0.27
H -0.46 -0.89 1.00  0.45
H -0.86 0.84 2.54  0.25


Entry 5:
Computed, not measured: the ion C5H8IN2 with charge +1, with wB97M-V/def2-TZVPD.

Computed properties:
SMILES   C=C/C=C\N=C(\[NH3+])I
HOMO-LUMO gap   7.927 eV
Largest force on an atom   0.072 hartree/bohr
Charge   +1
Relative energy (zero: lowest compared OMol25 entry of this formula, charge and spin)   332.6 kJ/mol

Each line ends with the natural charge from an NBO analysis.
Atoms and positions in Å:
I -2.88 -0.08 -0.16  0.25
H -0.91 2.58 1.27  0.46
H 1.15 -2.89 0.38  0.25
C 0.54 -0.30 -1.53  -0.43
C 0.82 -1.92 0.43  -0.22
H -0.50 -0.22 -1.62  0.18
H 2.16 -1.22 -1.20  0.23
H 0.20 -1.61 2.48  0.27
C 1.22 -1.20 -0.80  -0.18
C 0.33 -1.15 1.44  -0.06
H -1.60 2.42 -0.31  0.46
H 0.13 2.57 0.09  0.47
N -0.83 2.12 0.38  -0.77
H 0.98 0.14 -2.42  0.22
C -0.87 0.59 0.43  0.31
N 0.05 0.17 1.14  -0.42


Entry 6:
Computed, not measured: the molecule C5H8INS, with wB97M-V/def2-TZVPD.

Computed properties:
SMILES   C[C@H]1CC=CSN1I
HOMO-LUMO gap (alpha / beta)   6.479 / 7.037 eV
Largest force on an atom   0.075 hartree/bohr
Relative energy (zero: lowest compared OMol25 entry of this formula, charge and spin)   151.6 kJ/mol

Each line ends with the natural charge from an NBO analysis.
Atoms and positions in Å:
C 1.31 -0.23 0.85  -0.66
S -0.54 -1.42 -1.45  0.66
N -0.78 -1.32 0.15  -0.62
H -1.95 0.88 0.41  0.24
H 1.77 0.75 1.09  0.22
H 0.03 0.13 -3.15  0.26
H -0.50 1.92 0.81  0.23
C -0.15 0.18 -1.99  -0.43
I -0.47 -3.41 1.38  -0.06
H 1.89 -0.52 -0.04  0.23
H 1.76 -0.89 1.65  0.23
C -0.21 -0.24 0.88  -0.09
C -0.84 1.10 0.20  -0.44
C -0.48 1.20 -1.22  -0.20
H -0.51 -0.31 1.97  0.23
H -0.32 2.22 -1.54  0.22


Entry 7:
Computed, not measured: a structure of composition C5H8IrO3, with wB97M-V/def2-TZVPD.

Computed properties:
HOMO-LUMO gap (alpha / beta)   8.748 / 7.069 eV
Largest force on an atom   0.169 hartree/bohr
Charge   +3
Relative energy (zero: lowest compared OMol25 entry of this formula, charge and spin)   267.2 kJ/mol
Spin multiplicity   5

Each line ends with the Löwdin spin population.
Atoms and positions in Å:
C 0.58 -0.17 -2.04  0.01
H 0.07 0.35 -4.00  0.00
C -0.27 -0.29 2.20  0.19
C -0.07 0.75 -2.98  0.00
O -0.20 -0.73 -1.12  0.08
Ir 0.26 -2.33 2.29  3.00
H -0.81 1.76 2.58  0.01
O 0.73 -2.05 0.51  0.50
H -1.14 0.88 -2.77  0.00
C -0.83 0.77 3.04  0.05
H 1.52 -0.23 -0.66  0.06
H 0.46 1.72 -2.96  0.00
H -0.28 0.76 3.99  0.00
O -0.04 0.08 0.98  0.02
C 0.57 -0.88 0.10  0.06
H -1.86 0.46 3.28  0.00
H 1.32 -0.87 -2.45  0.01


Entry 8:
Computed, not measured: a structure of composition C5H8KO6, with wB97M-V/def2-TZVPD.

Computed properties:
HOMO-LUMO gap (alpha / beta)   7.872 / 7.051 eV
Largest force on an atom   0.073 hartree/bohr
Charge   +2
Spin multiplicity   2

Each line ends with the Löwdin spin population.
Atoms and positions in Å:
H -0.20 1.92 -1.67  0.00
O 0.28 -2.47 -0.54  -0.24
C -0.94 -2.37 -0.45  -0.02
O -1.58 -1.33 -0.88  -0.01
O -0.85 3.65 -0.92  0.02
H -3.18 -1.45 0.48  0.00
C -3.19 0.41 -0.65  0.10
C 0.63 2.33 0.34  0.11
H -3.57 -1.62 -1.26  0.00
H -2.10 1.24 -0.53  0.02
H -3.25 0.68 -1.73  0.07
H 1.15 3.30 0.50  0.04
H -1.07 3.86 -1.85  0.00
O 1.56 1.40 0.13  0.80
O -4.27 0.84 -0.04  0.77
O -1.50 -3.24 0.30  -0.71
K 2.90 -1.12 -0.79  0.00
C -0.42 2.45 -0.73  0.00
H 0.15 2.19 1.34  0.05
C -2.96 -1.08 -0.53  0.02


Entry 9:
Computed, not measured: a structure of composition C5H8LiMgO3, with wB97M-V/def2-TZVPD.

Computed properties:
HOMO-LUMO gap (alpha / beta)   8.517 / 7.269 eV
Largest force on an atom   0.053 hartree/bohr
Charge   +2
Relative energy (zero: lowest compared OMol25 entry of this formula, charge and spin)   21.1 kJ/mol
Spin multiplicity   2

Each line ends with the Löwdin spin population.
Atoms and positions in Å:
O 0.97 -0.19 0.20  0.00
H -2.44 2.79 -1.52  0.00
H 1.67 -3.39 1.46  0.02
H 1.62 -4.22 -1.57  0.06
C 1.73 -3.65 -0.64  0.62
H -3.01 1.86 -0.10  0.00
Li 0.63 2.95 2.08  0.00
C -2.17 2.42 -0.52  0.00
C 0.83 0.86 0.88  0.00
C -0.94 1.55 -0.65  0.00
H 0.27 -4.38 0.69  0.04
H -0.34 1.83 -1.52  0.00
H -1.21 0.49 -0.75  0.00
O 1.59 1.29 1.75  0.00
C 1.19 -3.79 0.57  0.21
H -1.96 3.29 0.13  0.00
O -0.15 1.72 0.55  0.00
Mg 1.73 -1.44 -1.05  0.05


Entry 10:
Computed, not measured: the ion C5H8N with charge +1, with wB97M-V/def2-TZVPD.

Computed properties:
HOMO-LUMO gap   9.074 eV
Largest force on an atom   0.068 hartree/bohr
Charge   +1
Relative energy (zero: lowest compared OMol25 entry of this formula, charge and spin)   301.7 kJ/mol

Each line ends with the Mulliken charge.
Atoms and positions in Å:
N -0.07 -1.68 1.03  -0.55
H 0.85 1.24 1.65  0.34
C 0.06 0.67 -0.12  0.37
H -0.52 1.49 -2.10  0.48
H -0.50 -1.45 -2.02  0.37
C -0.69 -0.69 0.22  0.04
H 0.80 -2.17 0.72  0.26
H -1.74 -0.62 0.56  0.39
C -0.51 0.73 -1.38  -0.22
C 0.96 1.49 0.64  -0.94
C -0.58 -0.67 -1.27  -0.44
H -0.71 -2.40 1.33  0.26
H 2.06 1.49 0.27  0.30
H 0.58 2.58 0.46  0.34


Entry 11:
Computed, not measured: the ion C5H8N with charge +1, with wB97M-V/def2-TZVPD.

Computed properties:
SMILES   C=C[C@H]1[C@@H]2C[N@H+]12
HOMO-LUMO gap   10.443 eV
Largest force on an atom   0.106 hartree/bohr
Charge   +1
Relative energy (zero: lowest compared OMol25 entry of this formula, charge and spin)   446.2 kJ/mol

Each line ends with the natural charge from an NBO analysis.
Atoms and positions in Å:
H -3.18 0.09 0.73  0.24
C -2.12 0.22 0.58  -0.33
H -1.60 0.84 1.43  0.21
N 0.74 -0.19 0.56  -0.39
H 2.89 0.39 0.58  0.27
H -2.14 -0.72 -1.49  0.28
H 0.92 1.87 -0.48  0.28
C 2.06 -0.10 -0.02  -0.23
H 2.32 -1.04 -0.56  0.24
H 0.42 0.04 1.54  0.47
C -0.12 -0.56 -0.64  0.03
C -1.60 -0.32 -0.51  -0.27
H 0.37 -1.30 -1.21  0.24
C 1.03 0.78 -0.50  -0.04


Entry 12:
Computed, not measured: a cluster of 2 separate species, C5H8N in total, with wB97M-V/def2-TZVPD.

Computed properties:
HOMO-LUMO gap   8.802 eV
Largest force on an atom   0.060 hartree/bohr
Charge   +1
Relative energy (zero: lowest compared OMol25 entry of this formula, charge and spin)   620.7 kJ/mol

Each line ends with the natural charge from an NBO analysis.
Atoms and positions in Å:
H 0.58 -0.85 -1.63  0.28
H -2.10 -1.34 -0.68  0.23
H 3.05 -0.41 -0.47  0.29
H 0.37 -0.75 1.91  0.04
C -1.40 0.58 0.07  -0.06
H -1.59 1.63 0.30  0.24
C 1.29 0.95 0.05  0.18
H -3.33 -0.13 -0.38  0.25
C 0.77 -0.54 -0.62  0.21
H 1.49 2.04 -0.10  0.30
N -0.03 0.30 0.19  -0.36
C -2.25 -0.31 -0.35  -0.37
C 2.05 -0.27 -0.06  -0.20
H 1.10 -0.93 1.77  -0.03


Question: Among the records above, which one has the lowest largest force on an atom?
Answer: C5H8LiMgO3